Entry 1:
C27H80N4O11 | the ωB97M-V functional and the def2-TZVPD basis

- SMILES = COC[C@H](C)N.COC[C@H](C)N.COC[C@H](C)N.COC[C@H](C)N.CC(C)O.CC(C)O.CO.CO.CO.CO.CO
- orbital gap (hartree) = 0.336
- DFT total energy (eV) = -57773.7183

Each line ends with the Löwdin charge.
Atoms and positions in Å:
C -4.23407 -4.37437 -0.23044  -0.097
O -4.01272 -3.44171 0.80491  -0.219
C -4.23733 -3.99207 2.08093  -0.208
C -3.89681 -2.96485 3.13292  -0.442
C -3.90619 -3.47271 4.55082  -0.067
N -4.72834 -1.73368 3.00547  0.032
H -5.26225 -4.74926 -0.29728  0.090
H -3.63844 -5.27553 -0.03759  0.090
H -3.93223 -3.93580 -1.17839  0.080
H -5.29882 -4.24886 2.20292  0.138
H -3.58274 -4.85813 2.22859  0.132
H -2.94002 -2.48866 2.86082  0.139
H -3.60952 -2.76408 5.31482  0.074
H -3.21591 -4.31653 4.66643  0.077
H -4.89580 -3.89406 4.75046  0.082
H -4.20614 -0.92895 3.33706  0.067
H -4.86286 -1.51286 2.02093  0.046
C 4.87104 3.88241 0.73492  -0.118
O 4.60144 2.52372 0.61187  -0.179
C 4.25898 1.85373 1.79422  -0.211
C 3.94331 0.40541 1.46972  -0.409
C 2.69954 0.19612 0.59633  -0.035
N 3.92603 -0.45483 2.67317  0.027
H 5.50404 4.06587 1.61023  0.094
H 4.03574 4.59937 0.71251  0.074
H 5.38024 4.16842 -0.19210  0.093
H 5.08309 1.88873 2.51906  0.128
H 3.41953 2.33903 2.30713  0.110
H 4.76559 -0.04936 0.90570  0.135
H 2.91983 0.80707 -0.28497  0.069
H 1.83165 0.58449 1.12267  0.069
H 2.63546 -0.81964 0.21607  0.048
H 4.78335 -0.30938 3.19851  0.076
H 3.88148 -1.45197 2.51821  0.078
C 4.09449 -6.98881 -2.60986  -0.096
O 4.19262 -5.58581 -2.36138  -0.207
C 3.34601 -4.79937 -3.20016  -0.213
C 3.45746 -3.36650 -2.81838  -0.438
C 2.87866 -2.98673 -1.47639  -0.058
N 2.76229 -2.51054 -3.83590  0.040
H 4.56291 -7.12850 -3.59482  0.087
H 3.09403 -7.40019 -2.48837  0.088
H 4.82723 -7.38469 -1.90327  0.087
H 3.82216 -4.92601 -4.18471  0.128
H 2.29511 -5.10354 -3.21716  0.128
H 4.49309 -3.00995 -2.87189  0.140
H 3.15071 -1.94182 -1.30609  0.049
H 3.31946 -3.60827 -0.69556  0.086
H 1.79241 -2.99190 -1.36459  0.082
H 2.86261 -1.61485 -3.36480  0.060
H 3.29483 -2.44884 -4.69758  0.070
C -0.98198 3.49847 3.78983  -0.131
O -0.60422 2.34789 4.50037  -0.167
C 0.70565 1.88305 4.24013  -0.206
C 1.13817 1.04558 5.45621  -0.432
C 1.09479 1.81384 6.77650  -0.067
N 2.45648 0.48176 5.22776  0.036
H -0.27006 4.32251 3.86247  0.070
H -1.93373 3.82940 4.21084  0.098
H -1.25282 3.31583 2.74294  0.076
H 0.77783 1.24704 3.34874  0.119
H 1.38119 2.73686 4.09854  0.115
H 0.39430 0.25522 5.55219  0.137
H 0.08481 2.06503 7.09349  0.071
H 1.67877 2.73816 6.68958  0.076
H 1.64634 1.26026 7.53621  0.070
H 3.00316 0.77391 4.42956  0.022
H 2.35135 -0.51157 5.06010  0.063
C -2.47699 0.74383 0.00254  -0.041
C -2.25707 -0.25451 -1.15794  -0.432
C -0.84284 -0.08291 -1.69646  -0.035
O -2.37856 -1.58507 -0.61999  -0.079
H -2.17600 1.74681 -0.30400  0.074
H -1.78574 0.48103 0.80403  0.075
H -3.49423 0.68475 0.39095  0.068
H -2.96603 -0.15074 -1.98234  0.142
H -0.16992 0.39117 -0.97758  0.064
H -0.88668 0.60827 -2.54174  0.070
H -0.34771 -0.99140 -2.03425  0.068
H -3.30936 -1.69581 -0.38412  0.064
C -0.38567 5.91653 1.72825  -0.050
C 0.63350 5.28623 0.74648  -0.434
C 1.18601 4.01612 1.34560  -0.061
O -0.11507 5.01578 -0.45470  -0.064
H 0.00688 5.92053 2.74926  0.069
H -1.35229 5.42563 1.71331  0.085
H -0.42583 6.97786 1.46630  0.080
H 1.46791 5.95445 0.51344  0.135
H 0.34097 3.50053 1.81532  0.047
H 1.93738 4.28313 2.08451  0.087
H 1.54942 3.27644 0.62697  0.075
H -0.26050 5.85554 -0.90109  0.107
C 2.08266 3.29026 -2.38092  -0.115
O 0.67266 3.10116 -2.29426  -0.169
H 2.28982 4.36321 -2.41084  0.083
H 2.60165 2.71186 -1.61238  0.058
H 2.32483 2.85114 -3.35188  0.086
H 0.26429 3.53715 -1.52494  0.046
C -0.84359 -3.46002 -3.76557  -0.180
O -1.98142 -2.97084 -3.08899  -0.127
H -0.19021 -2.65820 -4.12586  0.039
H -0.20236 -4.03251 -3.08124  0.067
H -1.08610 -4.09207 -4.61836  0.081
H -1.79063 -2.67024 -2.19026  0.031
C -1.04642 3.85506 -5.48384  -0.129
O -1.04955 2.75542 -4.57510  -0.156
H -0.06247 3.88452 -5.95740  0.076
H -1.86807 3.77304 -6.18624  0.080
H -1.14192 4.78246 -4.91188  0.075
H -0.58649 2.98674 -3.75280  0.041
C -1.00877 -0.57666 -5.81252  -0.172
O -2.14683 0.10182 -5.33515  -0.126
H -0.12625 -0.36498 -5.19504  0.074
H -1.23773 -1.63005 -5.65872  0.056
H -0.74859 -0.35021 -6.85171  0.074
H -1.88887 0.96934 -4.99476  0.029
C -6.72685 -1.29955 -0.87653  -0.157
O -6.57198 0.08285 -0.55276  -0.123
H -6.87581 -1.83702 0.06256  0.077
H -7.56080 -1.48316 -1.56609  0.076
H -5.88667 -1.71833 -1.43569  0.072
H -7.09540 0.18963 0.24519  0.069


Entry 2:
C27H81N11O15 | the ωB97M-V functional and the def2-TZVPD basis

- SMILES = COCCNCCOC.COCCNCCOC.COCCNCCOC.NC(N)=O.NC(N)=O.NC(N)=O.NC(N)=O.CO.CO.CO.CO.CO
- orbital gap (hartree) = 0.319
- DFT total energy (eV) = -76416.1491

Each line ends with the Löwdin charge.
Atoms and positions in Å:
C 0.19646 -8.93018 -3.74474  -0.120
O 0.12830 -8.38387 -2.44848  -0.202
C -1.09886 -7.74527 -2.14135  -0.218
C -1.33987 -6.50110 -2.99354  -0.215
N -0.25374 -5.55042 -2.91306  -0.048
C -0.33829 -4.68362 -1.74923  -0.217
C 1.00699 -4.01450 -1.48827  -0.215
O 1.99207 -4.95479 -1.14427  -0.198
C 1.87789 -5.50197 0.15407  -0.089
H -0.71612 -9.47094 -4.02038  0.091
H 1.04719 -9.61037 -3.77426  0.086
H 0.41406 -8.14628 -4.48356  0.086
H -1.10394 -7.54069 -1.07161  0.115
H -1.88517 -8.49605 -2.33183  0.119
H -2.25708 -6.02043 -2.64546  0.121
H -1.52996 -6.84284 -4.01506  0.105
H 0.64304 -6.02270 -2.90351  0.101
H -0.53860 -5.26324 -0.83750  0.090
H -1.11901 -3.93248 -1.87908  0.107
H 0.80584 -3.25575 -0.71873  0.107
H 1.34311 -3.51052 -2.39569  0.129
H 1.08141 -6.25658 0.18817  0.085
H 1.60447 -4.74293 0.89213  0.077
H 2.81115 -6.01014 0.38423  0.088
C -1.39415 5.52214 -2.67420  -0.066
O -1.50169 4.15143 -3.06298  -0.253
C -1.00169 3.88237 -4.37386  -0.194
C -0.83828 2.37648 -4.48754  -0.210
N -2.11732 1.71985 -4.77445  -0.034
C -1.89899 0.29163 -4.98490  -0.236
C -3.15549 -0.50197 -4.73759  -0.228
O -3.63218 -0.38415 -3.41320  -0.189
C -2.74151 -0.88994 -2.43810  -0.111
H -0.34776 5.83062 -2.63769  0.093
H -1.88408 5.61311 -1.70699  0.082
H -1.95080 6.13001 -3.39652  0.093
H -0.00720 4.33974 -4.45342  0.112
H -1.68789 4.28446 -5.12349  0.129
H -0.50406 2.01531 -3.50532  0.107
H -0.10746 2.14484 -5.26052  0.124
H -2.69789 1.75528 -3.93718  0.091
H -1.05486 -0.16402 -4.44268  0.118
H -1.60210 0.17367 -6.03616  0.121
H -2.98965 -1.54598 -5.04075  0.123
H -3.96904 -0.12765 -5.36310  0.125
H -1.91549 -0.22139 -2.17679  0.056
H -2.26548 -1.81735 -2.79488  0.086
H -3.33433 -1.12147 -1.55465  0.086
C -3.31345 6.12384 1.47435  -0.108
O -1.93882 5.79905 1.33014  -0.205
C -1.68987 4.39902 1.47456  -0.209
C -0.26462 4.13973 1.02470  -0.193
N 0.74045 4.74945 1.90398  -0.030
C 1.15369 3.80999 2.94787  -0.223
C 2.26289 4.41046 3.78942  -0.244
O 1.74836 5.49087 4.52825  -0.170
C 2.62155 5.94064 5.52288  -0.132
H -3.97509 5.49219 0.87193  0.076
H -3.41378 7.14518 1.10535  0.087
H -3.58644 6.07888 2.53463  0.089
H -2.33637 3.85749 0.77177  0.099
H -1.87617 4.14590 2.52437  0.129
H -0.16932 4.48713 -0.00850  0.109
H -0.12606 3.06056 0.99720  0.091
H 0.30437 5.54035 2.36936  0.102
H 1.57122 2.91061 2.48121  0.109
H 0.32652 3.45971 3.58662  0.121
H 3.04396 4.69456 3.06891  0.125
H 2.69933 3.61982 4.41738  0.114
H 3.62261 6.18463 5.13062  0.088
H 2.84881 5.24736 6.34548  0.085
H 2.18523 6.85464 5.92209  0.087
N 2.03325 0.32637 3.79550  0.188
C 0.73139 0.32841 4.19546  -0.620
N 0.47772 0.70990 5.47246  0.187
O -0.18489 0.04428 3.40329  -0.051
H 2.74534 0.66543 4.41399  0.102
H 2.26205 0.22448 2.81676  0.066
H -0.49277 0.62851 5.78419  0.064
H 1.21009 0.89624 6.12814  0.102
N 4.63811 -3.22546 -0.99060  0.174
C 4.14667 -1.94443 -0.94652  -0.587
N 4.40188 -1.21472 -2.07882  0.184
O 3.42732 -1.54747 -0.01293  -0.025
H 4.79142 -3.67891 -1.86992  0.104
H 4.49130 -3.79915 -0.18191  0.091
H 4.00178 -0.28049 -2.05292  0.096
H 5.23419 -1.37509 -2.61280  0.102
N -0.97312 0.78967 0.40784  0.173
C 0.10887 0.16309 -0.18012  -0.582
N 0.69573 -0.73611 0.68944  0.180
O 0.34326 0.27956 -1.39045  -0.013
H -1.02943 0.76118 1.41359  0.069
H -1.56275 1.40172 -0.14134  0.054
H 0.30220 -0.66465 1.61349  0.036
H 1.52848 -1.27527 0.46505  0.062
N -2.90396 -0.05833 4.19891  0.166
C -3.21363 0.43099 5.43549  -0.648
N -4.53834 0.68133 5.70795  0.150
O -2.34131 0.62763 6.27729  0.001
H -3.49109 -0.15079 3.39479  0.094
H -1.89476 -0.17921 4.09928  0.053
H -4.75907 1.18679 6.54481  0.099
H -5.27317 0.55694 5.03919  0.090
C 2.89112 -3.23421 3.06447  -0.158
O 3.66802 -4.40831 3.29280  -0.123
H 1.96685 -3.28606 3.64174  0.081
H 3.42683 -2.36538 3.45907  0.071
H 2.65775 -3.12840 2.00585  0.044
H 4.26066 -4.56185 2.55562  0.059
C -3.90951 2.45487 -1.10318  -0.131
O -2.56836 2.20182 -1.48890  -0.171
H -4.64695 1.99968 -1.77513  0.080
H -4.06531 1.94503 -0.14723  0.080
H -4.09743 3.52744 -1.02760  0.073
H -2.20536 2.90888 -2.05242  0.045
C 4.61003 1.79207 0.83876  -0.150
O 3.83330 0.74687 1.40006  -0.160
H 4.66075 2.61668 1.55084  0.070
H 5.61048 1.44027 0.55956  0.077
H 4.16696 2.22904 -0.06894  0.072
H 3.75127 0.01583 0.75240  0.023
C -1.98900 -2.78240 1.01326  -0.120
O -1.54948 -4.14861 1.21196  -0.137
H -1.37670 -2.11547 1.61481  0.054
H -1.94641 -2.54713 -0.04473  0.057
H -3.02960 -2.75807 1.35532  0.080
H -1.73343 -4.34371 2.13505  0.072
C 2.03482 2.92213 -2.97958  -0.169
O 2.40587 1.67113 -2.44370  -0.142
H 1.24475 3.42087 -2.41330  0.076
H 2.90618 3.58503 -2.90355  0.082
H 1.85149 2.85607 -4.05737  0.069
H 1.64661 1.06201 -2.44113  0.031


- Which value of orbital gap does entry 1 give?
  0.336 hartree